Molecular formula: C21H13BrN4O7RhS
Method: DFT, ωB97M-V with the def2-TZVPD basis set

## Properties
Charge ... -1
HOMO (spin up / spin down) ... -4.4 / -5.4 eV
Multiplicity ... 5
E_LUMO (spin up / spin down) ... 2.27 / 0.25 eV
Gap between HOMO and LUMO (spin up / spin down) ... 6.652 / 5.697 eV

Structure (XYZ):
```
48
Properties=species:S:1:pos:R:3:forces:R:3:nbo_charge:R:1
Rh 0.44206 0.96564 0.72173 -0.1 0.1 0.1 0.805
O -5.17494 1.37837 -2.38292 0.1 0.0 0.0 -0.403
C -4.16358 1.07767 -1.83559 -0.1 -0.1 -0.1 0.392
C -3.50805 -0.13143 -1.38016 0.1 -0.1 0.0 0.145
O -3.99723 -1.26568 -1.51132 0.0 0.1 0.0 -0.494
C -2.19706 0.21707 -0.76165 0.0 0.0 0.1 0.426
C -1.94574 1.67618 -0.76245 0.0 0.0 -0.1 0.115
O -0.92069 2.23588 -0.25742 0.0 0.0 0.0 -0.533
C -3.01098 2.39438 -1.36297 0.1 0.2 0.0 0.458
O -3.31607 3.51992 -1.58808 0.0 -0.1 0.0 -0.411
O -1.41618 -0.58502 -0.27666 0.0 0.1 -0.1 -0.530
Br -2.52541 2.48516 2.58787 0.0 0.0 0.0 0.080
C -1.93968 0.72788 2.98170 0.0 0.1 0.0 0.167
C -2.78410 -0.11070 3.69110 0.0 0.0 0.0 -0.274
C -2.30708 -1.36435 4.02968 0.0 0.0 0.0 -0.152
C -1.01393 -1.71237 3.67914 0.0 0.0 0.0 -0.216
C -0.25921 -0.81532 2.94697 0.0 0.0 0.1 0.125
N -0.73019 0.38788 2.57770 0.0 -0.2 -0.2 -0.477
C 1.17427 -1.16584 2.56065 0.0 -0.1 -0.1 0.754
O 1.73030 -2.05582 3.18504 0.0 0.0 0.0 -0.654
O 1.67906 -0.47439 1.60595 0.0 0.0 0.0 -0.750
H -3.77535 0.21955 3.96205 0.0 0.0 0.0 0.233
H -2.93897 -2.05537 4.57238 0.0 0.0 0.0 0.217
H -0.56731 -2.65786 3.94792 0.0 0.0 0.0 0.248
N 4.61643 0.70249 -5.34891 0.0 0.0 0.0 -0.380
C 3.95487 0.75810 -4.40818 0.0 0.0 0.0 0.311
C 3.13054 0.83032 -3.23603 0.0 0.0 0.0 -0.243
C 2.96784 2.04388 -2.56666 0.0 0.0 0.0 -0.190
C 2.18090 2.10620 -1.42975 0.0 0.0 0.0 -0.203
C 1.53887 0.97151 -0.92003 0.0 0.0 0.0 -0.112
C 1.70481 -0.23290 -1.61605 0.1 0.0 0.0 -0.273
C 2.48775 -0.31094 -2.75535 0.0 0.0 0.0 -0.154
H 3.46132 2.93069 -2.94583 0.0 0.0 0.0 0.208
H 2.05877 3.05591 -0.92218 0.0 0.0 0.0 0.211
H 1.21474 -1.12906 -1.25258 0.0 0.0 0.0 0.223
H 2.60928 -1.25150 -3.27846 0.0 0.0 0.0 0.211
S 1.56172 3.08636 1.93884 0.0 -0.1 0.0 -0.212
C 3.14752 2.60546 2.17889 0.0 0.1 0.0 0.310
N 3.69208 1.42273 1.88206 0.0 -0.1 0.1 -0.595
C 5.05617 1.32183 2.37261 0.0 0.0 0.0 -0.220
C 5.42920 2.79736 2.56885 0.0 0.0 0.0 -0.223
N 4.11302 3.40031 2.72110 0.0 0.0 0.1 -0.607
H 3.09380 0.60453 1.74172 -0.1 0.0 -0.1 0.469
H 5.69894 0.82380 1.64881 0.0 0.0 0.0 0.210
H 5.09238 0.76660 3.31439 0.0 0.0 0.0 0.192
H 5.95305 3.19334 1.69312 0.0 0.0 0.0 0.185
H 6.04736 2.95719 3.45118 0.0 0.0 0.0 0.199
H 3.96203 4.39292 2.73975 0.0 0.0 0.0 0.410
```
Forces are in eV/Å.

***

Molecular formula: C18H37BBr2F3NNbO8P2S
Method: DFT, ωB97M-V with the def2-TZVPD basis set

## Properties
Charge ... -1
HOMO ... -4.4 eV
Multiplicity ... 1
ΔE to the lowest compared entry with this formula, charge and spin ... 135.71 kcal per mole
E_LUMO ... 1.17 eV
Gap between HOMO and LUMO ... 5.583 eV

Structure (XYZ):
```
74
Properties=species:S:1:pos:R:3:forces:R:3:mulliken_charge:R:1
C 2.69922 1.37625 2.66874 0.6 -0.4 0.3 -0.345
O 2.05589 0.12029 3.13513 0.6 0.8 -2.5 -0.457
C 1.62787 -0.69583 1.95215 -0.8 -0.9 1.0 0.267
C 0.08413 -0.30158 1.56615 0.5 0.3 -0.9 -0.332
C -0.03609 0.65680 0.20183 -0.6 -0.8 1.6 0.228
C 0.30999 -0.25433 -1.11637 -1.0 0.2 1.4 -0.689
Nb 0.67116 0.93646 -3.03761 -0.6 -2.5 0.6 -0.620
C 0.89505 2.20457 -4.97153 0.0 0.7 -0.6 -0.378
C -0.50930 2.21354 -5.81493 0.6 -0.8 -0.9 -0.512
C -0.62342 3.35907 -6.97899 -1.6 0.2 1.1 0.369
F -2.08861 3.71895 -7.06720 3.5 -0.5 0.1 -0.311
Br -0.10736 2.73810 -8.81735 -0.3 0.5 1.5 -0.104
C 0.15997 4.76350 -6.66267 0.4 1.6 -2.3 0.399
F -0.28636 5.72970 -7.73572 1.5 -2.6 2.9 -0.275
F 1.63836 4.69787 -6.77855 -4.7 0.1 0.4 -0.201
Br -0.46399 5.62472 -4.92373 1.0 -1.0 -1.9 -0.070
C 2.29061 -0.47636 -3.79491 1.4 -1.9 -0.7 -0.550
B 3.59254 -0.65092 -2.80905 1.4 0.4 -0.3 0.656
O 4.89054 -0.03068 -3.25534 -2.9 -0.5 -0.2 -0.658
O 3.64645 -1.39892 -1.53698 0.5 2.6 -1.0 -0.590
P -1.26857 2.47079 -2.29272 -0.6 0.9 -0.2 0.173
S -2.83607 1.26406 -2.13307 -0.2 -0.3 0.1 -0.428
P 2.32347 2.54148 -1.94075 2.1 -0.1 -0.4 0.321
N 3.69261 2.81361 -3.10548 -0.3 -0.3 0.8 -0.660
O 3.09287 1.87320 -0.52942 -1.0 -1.0 -1.1 -0.470
H 3.08304 1.92512 3.65683 -0.9 -1.1 -2.3 0.266
H 3.60607 1.04244 1.98144 -1.7 1.1 1.4 0.144
H 1.98682 2.06283 2.03423 1.3 -1.3 1.4 0.175
H 2.39217 -0.64507 1.06265 -1.4 0.2 1.6 -0.126
H 1.66429 -1.82388 2.34009 -0.1 2.5 -0.8 -0.026
H -0.36988 0.28610 2.48113 0.9 -1.5 -1.7 0.211
H -0.48875 -1.30279 1.35278 1.0 2.2 0.5 0.030
H -1.16108 1.05542 0.22445 2.5 -0.9 -0.5 0.224
H 0.65776 1.58463 0.36522 -1.2 -1.7 -0.5 -0.123
H -0.65777 -0.92105 -1.32475 1.9 1.4 0.3 0.361
H 1.16732 -0.99826 -0.83401 -1.3 1.3 -0.6 0.341
H -0.55253 -0.05938 -3.92432 0.5 -0.3 -0.9 0.076
H 1.77016 1.70886 -5.61273 -2.0 1.2 1.2 0.228
H 1.26130 3.25036 -4.59530 -0.8 -1.6 -1.1 0.350
H -1.48206 2.27635 -5.16701 1.9 0.2 -1.2 0.068
H -0.56364 1.16255 -6.37860 0.0 2.4 1.2 0.291
H 2.68370 -0.17180 -4.87850 -0.8 -0.6 2.2 0.207
H 1.81024 -1.55230 -3.92396 0.7 2.1 0.3 0.201
H 4.70243 0.45438 -4.11273 0.3 -1.0 1.6 0.251
H 4.19210 -0.91521 -0.83962 -0.7 -1.0 -1.7 0.276
H -0.99203 3.17192 -1.04664 -0.3 0.1 -0.9 0.059
H -1.65581 3.43262 -3.32737 0.6 -0.1 1.2 -0.009
H 3.51095 2.33018 -4.01228 0.4 0.3 1.3 0.238
H 4.57429 2.48988 -2.65137 -1.0 0.2 -0.8 0.338
H 2.70671 0.96212 -0.37545 0.6 1.3 -0.3 0.161
O -1.51579 -2.24233 3.27418 1.2 -1.8 -0.2 -0.487
C -1.05986 -3.37352 3.30101 -1.0 1.7 -0.1 0.445
O 0.03668 -3.77848 2.59547 -0.4 0.6 0.2 -0.303
C 0.21877 -5.18183 2.77773 0.5 -0.6 -0.3 -0.474
C -0.49809 -5.51263 4.06054 0.1 -0.7 0.5 -0.642
C -1.63775 -4.52543 4.06607 0.3 -0.3 0.6 -0.198
H -0.20905 -5.70446 1.91576 0.0 0.1 0.0 0.256
H 1.28688 -5.41050 2.83657 -0.1 0.2 -0.2 0.349
H -0.82207 -6.55528 4.11612 0.1 0.1 -0.1 0.370
H 0.16119 -5.31711 4.91502 -0.1 -0.1 -0.1 0.273
H -2.51058 -4.90853 3.53014 -0.1 0.2 0.1 0.222
H -1.90644 -4.22858 5.08248 -0.2 0.0 -0.6 0.213
O -3.69511 -3.34607 5.72640 -1.0 1.6 1.0 -0.586
C -4.02230 -2.18447 5.90480 0.3 -1.6 -0.6 0.492
O -4.73304 -1.74185 6.98328 0.4 -0.7 -0.2 -0.381
C -5.03056 -0.35699 6.81170 -0.4 0.6 0.3 -0.430
C -4.00220 0.15287 5.83628 0.2 0.8 -0.1 -0.595
C -3.74952 -1.05047 4.96363 0.4 0.5 0.1 0.048
H -6.05127 -0.26415 6.42609 0.1 0.0 0.0 0.247
H -4.96788 0.15584 7.77590 -0.1 -0.3 0.0 0.333
H -4.33504 1.03387 5.28111 0.0 -0.1 0.1 0.355
H -3.08233 0.41784 6.37167 -0.2 0.0 -0.1 0.263
H -4.45316 -1.10224 4.12816 0.2 -0.1 0.0 0.258
H -2.71826 -1.07584 4.60407 -0.4 -0.3 -0.2 -0.006
```
Forces are in eV/Å.

***

Molecular formula: C3H5N3O
Method: DFT, ωB97M-V with the def2-TZVPD basis set

## Properties
HOMO ... -8.8 eV
Multiplicity ... 1
ΔE to the lowest compared entry with this formula, charge and spin ... 126.66 kcal per mole
E_LUMO ... -0.44 eV
Gap between HOMO and LUMO ... 8.356 eV

Structure (XYZ):
```
12
Properties=species:S:1:pos:R:3:forces:R:3:nbo_charge:R:1
C 0.16343 0.89511 1.02266 0.4 0.0 -0.3 -0.433
N 0.09056 0.02198 -0.14748 0.4 -0.1 0.0 -0.316
C 0.78745 -1.53973 -0.26066 -0.8 1.6 0.7 0.717
N -0.27251 0.58526 -1.38317 0.2 0.1 -0.1 -0.646
C -0.63378 -1.55839 -0.12749 -0.5 -2.3 -0.2 0.105
O 1.87437 -1.92157 -0.09759 -0.2 0.2 -0.3 -0.418
N -1.68560 -2.10505 -0.00245 0.5 0.9 0.0 -0.346
H 0.33540 1.36554 -1.60349 0.1 0.0 0.0 0.351
H -1.23337 0.92019 -1.35450 0.1 -0.2 0.1 0.359
H 0.94846 1.64935 0.88492 -0.1 0.0 0.0 0.198
H 0.42388 0.28905 1.89148 -0.1 0.0 0.0 0.220
H -0.79829 1.39827 1.17777 0.1 -0.2 0.0 0.209
```
Forces are in eV/Å.

***

Molecular formula: N3O9Rb2
Method: DFT, ωB97M-V with the def2-TZVPD basis set

## Properties
Charge ... -1
HOMO ... -3.9 eV
Multiplicity ... 1
ΔE to the lowest compared entry with this formula, charge and spin ... 84.64 kcal per mole
E_LUMO ... -0.25 eV
Gap between HOMO and LUMO ... 3.660 eV

Structure (XYZ):
```
14
Properties=species:S:1:pos:R:3:forces:R:3:nbo_charge:R:1
Rb -1.13269 -2.37031 -3.63172 -0.1 0.2 0.7 0.998
Rb 4.73119 -0.12669 1.13505 -0.6 0.4 -0.1 0.997
N 2.07087 4.37294 -1.70231 2.0 -5.7 4.9 0.736
O 2.65491 4.10695 -0.62699 2.0 -1.0 2.1 -0.668
O 1.72334 3.40314 -2.33891 -1.3 -1.6 -3.4 -0.585
O 1.86629 5.47831 -1.88394 -2.3 8.0 -3.7 -0.480
N -1.68198 1.69975 0.96287 0.2 0.8 1.6 0.701
O -2.35681 1.10030 0.13086 -0.7 -0.1 -0.9 -0.546
O -2.13350 2.82691 1.45664 1.7 -2.6 -0.8 -0.572
O -0.59524 1.13448 1.34266 -1.1 1.6 0.0 -0.581
N -1.27799 -5.48059 1.25702 2.4 4.1 3.0 0.704
O -0.95559 -6.09458 2.32494 -0.5 -0.4 -1.8 -0.564
O -2.21666 -5.69396 0.56040 -2.8 -2.8 -1.7 -0.509
O -0.69614 -4.35667 1.01344 1.1 -0.9 0.1 -0.630
```
Forces are in eV/Å.

***

no.,E_tot (Eh)
1,-4636.548576
2,-7974.891477
3,-356.655533
4,-889.175750